Molecular formula: C58H144N8O20S5
Method: DFT, ωB97M-V/def2-TZVPD

Structure (XYZ):
```
235
Properties=species:S:1:pos:R:3:lowdin_charge:R:1
C -7.90 -3.20 -7.76 -0.08
C -7.35 -2.19 -6.82 -0.54
C -6.70 -1.08 -7.65 -0.06
O -8.45 -1.67 -6.17 -0.05
H -8.53 -3.92 -7.23 0.09
H -7.14 -3.68 -8.37 0.08
H -8.55 -2.71 -8.48 0.08
H -6.67 -2.62 -6.09 0.15
H -7.51 -0.72 -8.28 0.08
H -5.84 -1.34 -8.27 0.08
H -6.41 -0.27 -6.98 0.08
H -9.04 -1.17 -6.74 0.09
C 4.05 5.05 9.55 -0.04
C 3.05 5.72 8.58 -0.51
C 2.22 4.89 7.72 -0.08
O 2.21 6.56 9.39 -0.06
H 4.42 5.75 10.29 0.07
H 5.02 4.81 9.09 0.08
H 3.55 4.21 10.03 0.09
H 3.51 6.44 7.90 0.13
H 1.51 5.54 7.20 0.09
H 1.55 4.27 8.31 0.08
H 2.81 4.24 7.07 0.09
H 2.48 6.36 10.29 0.07
C -7.61 2.22 10.97 -0.04
C -7.32 2.08 9.42 -0.40
C -6.15 3.01 9.03 -0.23
O -6.46 4.32 9.41 -0.20
C -5.35 5.17 9.62 -0.10
N -7.07 0.67 9.06 0.02
H -8.32 1.44 11.25 0.06
H -8.04 3.20 11.18 0.07
H -6.71 2.10 11.57 0.08
H -8.13 2.40 8.77 0.13
H -5.98 3.07 7.95 0.12
H -5.26 2.62 9.53 0.12
H -5.66 6.09 10.12 0.09
H -4.88 5.36 8.65 0.08
H -4.56 4.70 10.22 0.08
H -7.74 0.07 9.51 0.06
H -7.28 0.45 8.10 0.06
C -8.18 -2.89 0.85 -0.08
C -9.51 -3.03 1.54 -0.44
C -9.64 -4.37 2.32 -0.14
O -9.38 -5.52 1.45 -0.19
C -10.24 -5.78 0.37 -0.14
N -9.63 -1.93 2.54 0.02
H -7.39 -2.93 1.60 0.09
H -8.07 -2.03 0.20 0.08
H -7.99 -3.76 0.22 0.08
H -10.26 -2.80 0.78 0.12
H -10.62 -4.40 2.81 0.11
H -8.97 -4.45 3.18 0.12
H -11.15 -6.31 0.65 0.08
H -9.70 -6.32 -0.41 0.09
H -10.58 -4.98 -0.28 0.08
H -10.55 -1.99 2.95 0.06
H -9.64 -1.04 2.06 0.06
C 2.47 2.85 -14.44 -0.06
C 2.85 1.40 -14.89 -0.41
C 2.47 0.32 -13.89 -0.22
O 3.28 0.53 -12.73 -0.18
C 2.83 -0.27 -11.70 -0.14
N 2.18 1.21 -16.22 0.02
H 2.84 3.60 -15.14 0.06
H 3.00 3.06 -13.51 0.07
H 1.41 3.08 -14.51 0.08
H 3.92 1.30 -15.06 0.13
H 2.66 -0.61 -14.42 0.12
H 1.42 0.37 -13.63 0.13
H 1.86 0.13 -11.43 0.09
H 3.55 -0.30 -10.88 0.09
H 2.76 -1.32 -11.97 0.09
H 2.51 0.37 -16.67 0.06
H 2.64 1.93 -16.75 0.06
C -0.22 -3.60 10.13 -0.07
C -1.23 -3.01 9.18 -0.46
C -1.62 -4.02 8.13 -0.17
O -0.49 -4.11 7.19 -0.19
C -0.53 -3.17 6.12 -0.11
N -2.37 -2.56 10.01 0.03
H 0.77 -3.54 9.70 0.08
H -0.50 -4.61 10.43 0.08
H -0.08 -2.97 11.02 0.08
H -0.85 -2.10 8.71 0.13
H -2.60 -3.78 7.73 0.12
H -1.78 -5.00 8.58 0.12
H 0.31 -3.15 5.42 0.08
H -0.37 -2.16 6.49 0.07
H -1.49 -3.21 5.61 0.09
H -2.80 -3.43 10.31 0.06
H -3.08 -2.23 9.38 0.06
C 6.85 2.53 3.12 -0.08
C 7.67 3.55 2.38 -0.42
C 7.35 4.97 2.93 -0.23
O 8.12 5.97 2.31 -0.20
C 7.75 7.33 2.66 -0.08
N 9.10 3.17 2.57 0.03
H 6.95 1.53 2.68 0.08
H 5.79 2.78 3.06 0.08
H 7.01 2.52 4.20 0.08
H 7.55 3.59 1.30 0.14
H 7.49 4.98 4.01 0.12
H 6.29 5.11 2.68 0.12
H 6.67 7.47 2.66 0.08
H 8.21 8.13 2.07 0.09
H 8.03 7.48 3.70 0.08
H 9.71 3.94 2.32 0.06
H 9.18 3.04 3.57 0.06
C -8.83 5.03 -3.85 -0.08
C -8.58 4.45 -2.47 -0.42
C -8.49 5.52 -1.39 -0.23
O -8.40 4.97 -0.10 -0.19
C -8.07 5.83 0.96 -0.11
N -9.76 3.61 -2.14 0.04
H -8.86 4.28 -4.64 0.07
H -7.97 5.61 -4.20 0.07
H -9.77 5.59 -3.94 0.08
H -7.61 3.97 -2.43 0.14
H -9.40 6.12 -1.40 0.13
H -7.65 6.18 -1.62 0.13
H -8.23 5.30 1.90 0.09
H -8.58 6.79 1.00 0.09
H -7.01 6.09 0.99 0.08
H -9.97 3.83 -1.17 0.05
H -9.57 2.62 -2.08 0.07
C 5.68 15.46 1.53 -0.06
C 4.74 14.35 0.92 -0.40
C 3.81 13.82 2.05 -0.18
O 2.98 12.79 1.48 -0.21
C 2.42 11.85 2.38 -0.13
N 3.96 15.01 -0.14 0.03
H 6.30 15.92 0.76 0.07
H 6.30 14.90 2.23 0.07
H 5.17 16.26 2.06 0.08
H 5.25 13.47 0.54 0.13
H 3.11 14.49 2.54 0.13
H 4.41 13.36 2.84 0.12
H 1.72 11.17 1.89 0.08
H 1.78 12.34 3.10 0.09
H 3.08 11.08 2.79 0.08
H 4.59 15.19 -0.91 0.06
H 3.32 14.33 -0.55 0.06
C 1.03 -0.67 -2.68 -0.07
C 0.00 -1.20 -1.65 -0.44
C -0.86 -0.05 -1.09 -0.17
O -0.05 0.96 -0.44 -0.20
C -0.71 2.03 0.13 -0.14
N -0.86 -2.11 -2.39 0.03
H 1.79 -1.35 -3.07 0.07
H 1.62 0.12 -2.21 0.07
H 0.51 -0.23 -3.53 0.08
H 0.53 -1.73 -0.87 0.13
H -1.59 -0.40 -0.36 0.12
H -1.36 0.42 -1.94 0.12
H -1.37 1.76 0.95 0.08
H -1.34 2.54 -0.61 0.08
H 0.03 2.74 0.49 0.09
H -1.34 -2.70 -1.73 0.07
H -0.16 -2.63 -2.90 0.07
C -1.39 -11.57 3.49 -0.20
C -2.90 -11.43 3.76 -0.24
C -3.28 -10.19 3.04 -0.21
S -2.26 -10.05 1.42 0.70
O -1.66 -8.71 1.42 -0.34
O -2.97 -10.60 0.30 -0.33
C -1.16 -11.32 1.95 -0.24
H -1.06 -12.56 3.81 0.11
H -0.88 -10.83 4.10 0.11
H -3.11 -11.28 4.82 0.12
H -3.39 -12.36 3.47 0.12
H -2.99 -9.30 3.59 0.10
H -4.32 -10.07 2.72 0.10
H -0.14 -11.10 1.66 0.11
H -1.43 -12.27 1.49 0.10
C 7.92 -5.39 -3.60 -0.19
C 8.92 -4.81 -2.59 -0.27
C 9.10 -3.32 -2.71 -0.19
S 8.95 -3.00 -4.57 0.71
O 10.28 -2.84 -5.12 -0.34
O 7.86 -2.06 -4.80 -0.35
C 8.31 -4.67 -4.96 -0.20
H 6.92 -5.12 -3.25 0.11
H 7.96 -6.48 -3.58 0.11
H 9.83 -5.32 -2.90 0.11
H 8.76 -5.06 -1.54 0.12
H 9.98 -2.88 -2.25 0.11
H 8.15 -2.91 -2.35 0.09
H 9.12 -5.26 -5.41 0.09
H 7.53 -4.61 -5.72 0.10
C -0.01 -10.38 -8.97 -0.22
C 1.30 -9.94 -9.57 -0.23
C 2.39 -9.86 -8.47 -0.23
S 1.61 -9.25 -6.99 0.68
O 1.63 -7.80 -6.99 -0.34
O 2.01 -10.02 -5.83 -0.33
C -0.11 -9.70 -7.58 -0.19
H 0.16 -11.45 -8.79 0.11
H -0.86 -10.27 -9.63 0.12
H 1.04 -8.97 -10.01 0.12
H 1.71 -10.58 -10.34 0.11
H 3.17 -9.13 -8.69 0.10
H 2.83 -10.84 -8.27 0.11
H -0.69 -8.77 -7.56 0.09
H -0.63 -10.25 -6.80 0.09
C 5.44 -6.67 5.22 -0.22
C 6.90 -7.01 5.77 -0.18
C 7.39 -8.38 5.10 -0.19
S 6.13 -8.82 3.82 0.66
O 5.16 -9.73 4.39 -0.33
O 6.79 -9.13 2.60 -0.33
C 5.36 -7.08 3.71 -0.18
H 5.24 -5.61 5.34 0.10
H 4.64 -7.19 5.75 0.10
H 6.84 -6.98 6.85 0.10
H 7.60 -6.20 5.56 0.10
H 7.66 -9.26 5.68 0.10
H 8.27 -8.14 4.51 0.08
H 4.31 -7.20 3.43 0.09
H 5.95 -6.43 3.07 0.10
C 4.61 6.78 -4.26 -0.17
C 3.50 6.08 -5.13 -0.22
C 2.33 7.04 -5.39 -0.23
S 2.17 8.07 -3.90 0.71
O 0.96 7.67 -3.14 -0.36
O 2.39 9.48 -4.21 -0.35
C 3.71 7.43 -3.09 -0.19
H 5.04 7.56 -4.88 0.10
H 5.45 6.16 -3.94 0.11
H 3.03 5.30 -4.54 0.11
H 3.84 5.63 -6.06 0.11
H 1.34 6.71 -5.72 0.11
H 2.61 7.78 -6.14 0.09
H 3.48 6.58 -2.45 0.09
H 4.23 8.21 -2.52 0.09
```

The highest occupied orbital energy is -9.28 eV. The calculation puts the molecular weight at 1434.161 g mol⁻¹. As for the spin multiplicity: 1. The LUMO energy comes out at 0.26 eV. Its HOMO-LUMO gap is 0.35054 Eh. The total energy is -6229.58367 Eh. The net charge is 0.